Below is 3 unconnected molecules or ions with the total composition C19H43FN3O5 in a non-equilibrium geometry, with properties calculated with ωB97M-V/def2-TZVPD.

XYZ file:
```
71
Properties=species:S:1:pos:R:3:mulliken_charge:R:1
C 4.023 -3.381 2.119 -1.14
C 3.893 -1.955 1.341 -0.03
C 3.530 -0.870 2.459 -1.17
C 2.691 0.390 1.939 0.47
C 3.799 1.507 1.465 -1.13
N 1.831 0.130 0.755 0.04
C 0.552 -0.526 1.081 0.77
F 0.677 -1.797 1.732 -0.46
C -0.474 0.347 1.937 -0.27
C -1.506 -0.558 2.803 -0.77
C -2.492 -1.424 1.897 -0.15
O -3.708 -1.841 2.569 -0.45
C -4.488 -2.661 1.674 -0.50
C -0.161 -0.831 -0.351 0.03
O 0.064 -1.952 -0.908 -0.75
O -0.950 0.081 -1.004 -0.76
H 2.964 -3.778 2.317 0.23
H 4.596 -3.230 3.096 0.28
H 4.532 -4.089 1.388 0.36
H 4.857 -1.669 0.808 0.36
H 3.072 -2.114 0.561 0.07
H 4.474 -0.576 3.051 0.45
H 2.861 -1.408 3.232 0.32
H 2.163 0.853 2.836 0.11
H 4.077 1.383 0.342 0.12
H 4.772 1.311 2.049 0.37
H 3.471 2.570 1.710 0.31
H 1.655 0.986 0.204 0.41
H 0.024 1.037 2.712 0.39
H -1.114 1.051 1.288 -0.18
H -0.955 -1.255 3.532 0.21
H -2.172 0.102 3.477 0.29
H -2.761 -0.840 0.953 0.18
H -1.944 -2.394 1.593 0.33
H -4.975 -2.070 0.832 0.13
H -3.791 -3.477 1.253 0.28
H -5.330 -3.213 2.221 0.25
C -6.496 0.457 0.440 -0.77
C -6.664 1.936 0.766 0.29
C -5.846 2.871 -0.149 -0.79
O -4.457 2.912 0.145 -0.41
C -3.704 1.831 -0.393 -0.32
N -6.340 2.149 2.183 -0.72
H -5.549 0.052 0.802 -0.30
H -7.291 -0.129 0.911 0.40
H -6.552 0.284 -0.640 0.38
H -7.722 2.182 0.618 0.39
H -6.209 3.894 0.004 0.36
H -6.009 2.638 -1.210 0.40
H -4.089 1.500 -1.361 0.30
H -3.687 0.998 0.314 -0.02
H -2.674 2.163 -0.525 0.24
H -6.547 3.118 2.421 0.27
H -5.325 2.091 2.274 0.32
C 5.047 -0.906 -3.793 -1.59
C 3.737 -0.450 -3.157 0.45
C 2.774 0.238 -4.146 -0.72
O 3.134 1.576 -4.484 -0.40
C 4.134 1.682 -5.480 -0.65
N 4.042 0.415 -2.011 -0.54
H 5.743 -0.081 -3.961 0.30
H 5.556 -1.622 -3.141 0.37
H 4.866 -1.402 -4.752 0.35
H 3.231 -1.346 -2.782 0.44
H 1.793 0.312 -3.664 0.29
H 2.631 -0.364 -5.052 0.47
H 4.061 0.886 -6.226 0.29
H 5.126 1.680 -5.019 0.22
H 4.013 2.643 -5.984 0.26
H 3.172 0.638 -1.530 0.09
H 4.347 1.316 -2.383 0.31
```

Output
Energy relative to the best compared isomer or geometry (same formula, charge and spin): 48.6 kcal per mole
E: -37823.674 eV
Orbital gap: 7.442 eV
Net charge: -1